# C13H16Cl2N2Sc

C13H16Cl2N2Sc as an isolated structure at a distorted geometry (ωB97M-V/def2-TZVPD, the Open Molecules 2025 dataset).

## Properties
multiplicity	1
HOMO energy (spin up / spin down)	-5.37 / -2.73	eV
maximum force	0.0452	Eh/bohr
net charge	-1
molecular weight	316.1	g mol⁻¹
gap between HOMO and LUMO (spin up / spin down)	8.220 / 5.150	eV
energy relative to the best compared isomer or geometry (same formula, charge and spin)	6.80	kcal per mole
LUMO energy (spin up / spin down)	2.8506 / 2.4165	eV

Last column: Mulliken charge in e.
Atoms and positions in Å:
Sc: -0.738 0.823 0.801  0.561
Cl: -1.411 -1.382 1.204  -0.526
Cl: -1.955 2.189 2.198  -0.496
C: -0.883 1.536 -1.201  -1.126
H: -0.532 1.202 -2.186  0.483
H: -1.390 2.529 -1.218  0.359
C: 0.799 -2.118 -1.329  -0.667
C: 0.459 -1.110 -2.154  -0.148
H: 1.661 -2.030 -0.662  0.353
C: -0.665 -1.232 -3.133  -0.772
H: 0.978 -0.149 -2.117  0.626
C: -1.752 -2.169 -2.586  -0.498
H: -1.085 -0.251 -3.361  0.274
H: -0.285 -1.672 -4.071  0.371
C: -1.144 -3.522 -2.216  -0.766
H: -2.192 -1.721 -1.684  0.184
H: -2.547 -2.307 -3.329  0.335
C: 0.052 -3.412 -1.241  -0.491
H: -1.917 -4.169 -1.781  0.296
H: -0.784 -4.009 -3.133  0.298
H: -0.316 -3.560 -0.214  0.279
H: 0.737 -4.247 -1.451  0.357
N: 1.845 4.742 5.055  -0.604
C: 1.971 3.965 4.185  -0.027
C: 2.021 2.997 3.120  0.545
C: 1.783 3.382 1.795  -0.472
C: 1.457 2.384 0.873  -0.300
N: 1.367 1.077 1.262  -0.123
C: 1.927 0.691 2.435  -0.461
C: 2.246 1.639 3.406  -0.412
H: 1.796 4.425 1.490  0.396
H: 1.180 2.614 -0.163  0.472
H: 2.061 -0.381 2.609  0.328
H: 2.628 1.319 4.372  0.373